31
Properties=species:S:1:pos:R:3:nbo_charge:R:1 method="wB97M-V/def2-TZVPD" total_charge=+1 e_lumo_ev=-8.14 orbital_gap_ev=4.43
C -2.328 -2.138 0.545 -0.2526
C -1.764 -0.972 0.162 -0.0488
N -1.242 -0.099 1.115 -0.4776
I -2.533 1.206 1.994 0.7465
C 0.071 0.469 0.816 0.0074
C 1.095 -0.704 1.178 -0.3826
C 2.303 -0.848 0.235 -0.5273
C 2.133 -1.746 -0.975 0.6787
N 0.890 -2.356 -1.221 -0.8654
O 3.058 -1.928 -1.734 -0.5565
C 0.302 0.941 -0.635 -0.8362
B -0.690 2.055 -1.150 1.1387
O -0.316 3.374 -1.366 -0.9465
O -2.045 1.742 -1.372 -0.9255
C 0.387 1.586 1.808 0.7103
O 0.769 2.692 1.384 -0.5751
O 0.260 1.362 3.001 -0.5823
H -3.127 -2.218 1.274 0.2249
H -2.025 -3.060 0.071 0.2289
H -1.787 -0.730 -0.892 0.2418
H 0.587 -1.660 1.224 0.2055
H 1.491 -0.548 2.169 0.2610
H 2.757 0.089 -0.054 0.2534
H 3.070 -1.363 0.810 0.2662
H 1.046 -3.039 -1.954 0.4044
H 0.519 -2.836 -0.412 0.3735
H 0.244 0.118 -1.342 0.2696
H 1.265 1.426 -0.674 0.2858
H 0.197 3.464 -2.178 0.5293
H -2.362 2.187 -2.170 0.5203
Pd -2.225 3.535 0.342 0.6302